[1]
The following is a quantum chemistry calculation of 2 unconnected molecules or ions with the total composition C5H17N3Si in a non-equilibrium geometry, from the OMol25 dataset.

Structure (XYZ):
```
26
Properties=species:S:1:pos:R:3
Si -0.333 -0.406 0.205
N 0.257 -1.056 -1.235
N -0.737 2.575 -0.035
N 0.651 -0.705 1.464
C 0.540 -0.343 2.847
C -0.284 -0.731 -2.510
C 0.479 3.132 0.512
C 1.412 -2.013 -1.444
C -2.180 -0.639 0.390
H -1.285 -0.220 -2.253
H 1.618 -1.058 1.294
H 1.427 2.739 0.002
H -2.544 -0.950 -0.574
H 1.196 -2.684 -2.296
H 0.567 -1.249 3.584
H 0.455 -0.241 -3.081
H 1.541 -2.582 -0.590
H 2.300 -1.362 -1.823
H -0.459 0.052 3.012
H 1.161 0.448 3.143
H 0.296 4.291 0.363
H -2.601 -1.404 1.138
H -2.644 0.362 0.542
H -0.685 -1.558 -3.112
H -0.681 2.774 -1.128
H 0.533 2.827 1.585
```

relative energy (zero: lowest compared OMol25 entry of this formula, charge and spin)	3.142	eV
max |F|	4.01	eV Å⁻¹



[2]
The following is a quantum chemistry calculation of a gas-phase ion, C5H17N6 (charge +1) in a non-equilibrium geometry, from the OMol25 dataset.

Structure (XYZ):
```
28
Properties=species:S:1:pos:R:3
N 1.789 -1.713 -0.122
N 2.181 -0.575 -0.633
N -1.249 0.336 -0.188
N 0.742 -2.306 -0.447
N 1.341 1.088 0.808
N -1.022 -0.776 0.603
C 0.442 2.125 0.045
C -1.019 1.706 0.298
C -1.527 0.011 -1.610
C 2.601 0.713 0.057
C -2.195 -1.663 1.008
H -1.111 -0.862 -1.835
H 0.579 3.142 0.481
H -2.122 -2.251 0.102
H 2.853 1.238 -0.849
H -1.280 1.699 1.344
H 2.320 -2.121 0.688
H 1.603 1.451 1.703
H -3.104 -0.978 1.169
H 3.517 0.468 0.659
H -2.659 0.058 -1.621
H -1.902 -2.326 1.851
H -1.600 2.325 -0.312
H 1.560 -0.300 -1.477
H 0.720 -3.210 0.024
H -1.197 0.840 -2.250
H -0.719 -0.359 1.546
H 0.458 2.240 -1.044
```

SMILES string	[H]/N=[NH+]/NCNCCN(C)NC
relative energy (zero: lowest compared OMol25 entry of this formula, charge and spin)	0.766	eV
total charge	+1
max |F|	6.79	eV Å⁻¹



[3]
The following is a quantum chemistry calculation of 3 unconnected molecules or ions with the total composition C5H17NO2 in a non-equilibrium geometry, from the OMol25 dataset.

Structure (XYZ):
```
25
Properties=species:S:1:pos:R:3
O 4.243 -0.181 0.109
O -2.939 0.573 1.927
N -0.715 -1.912 0.884
C -0.583 0.048 -0.681
C 0.459 1.157 -0.792
C -1.189 -0.287 -2.063
C 0.442 2.040 0.447
C 0.087 -1.262 -0.203
H 3.660 -0.629 0.727
H -0.092 -2.135 1.646
H -1.790 0.547 -2.429
H -2.190 0.259 1.421
H 1.434 0.721 -1.057
H 0.189 -1.979 -1.022
H 0.953 2.986 0.363
H 0.415 1.774 -1.700
H -1.901 -1.112 -2.073
H -0.328 -0.455 -2.710
H -0.921 -2.846 0.544
H 1.131 -1.150 0.102
H -0.582 2.131 0.798
H -3.580 -0.139 1.949
H 3.678 0.154 -0.593
H 0.753 1.519 1.362
H -1.416 0.225 -0.021
```

SMILES string	CC[C@@H](C)CN.O.O
relative energy (zero: lowest compared OMol25 entry of this formula, charge and spin)	1.224	eV
max |F|	2.38	eV Å⁻¹



[4]
The following is a quantum chemistry calculation of 3 unconnected molecules or ions with the total composition C5H17NO2 in a non-equilibrium geometry, from the OMol25 dataset.

Structure (XYZ):
```
25
Properties=species:S:1:pos:R:3
O -1.806 0.431 2.847
O -0.583 0.893 -3.633
N -0.048 -1.670 1.290
C 0.101 -2.078 -1.085
C 1.143 0.056 -0.100
C 0.055 -1.005 -0.014
C -0.202 2.200 0.204
C 0.930 1.296 0.746
H 2.068 -0.410 0.269
H 0.452 -1.199 2.029
H 1.215 0.250 -1.173
H -2.036 -0.475 2.628
H 0.072 -2.664 1.273
H -0.863 -0.396 -0.107
H -0.975 0.655 2.427
H -1.184 1.995 0.621
H -0.558 -2.915 -0.835
H 1.073 -2.571 -1.081
H -0.247 -1.775 -2.070
H 1.859 1.861 0.768
H -1.078 0.992 -2.834
H -0.275 2.013 -0.863
H 0.104 0.271 -3.395
H 0.059 3.249 0.315
H 0.723 0.996 1.773
```

SMILES string	CCC[C@@H](C)N.O.O
relative energy (zero: lowest compared OMol25 entry of this formula, charge and spin)	0.677	eV
max |F|	1.50	eV Å⁻¹



[5]
The following is a quantum chemistry calculation of 4 unconnected molecules or ions with the total composition C5H17NO2 in a non-equilibrium geometry, from the OMol25 dataset.

Structure (XYZ):
```
25
Properties=species:S:1:pos:R:3
O 3.028 0.978 -0.384
O 2.498 -0.981 1.088
N -2.585 0.168 -0.231
C -0.450 -0.930 -0.104
C -1.528 -0.158 0.598
C -3.633 0.893 0.376
C 1.181 -0.790 -1.994
C 0.164 -0.049 -1.169
H -4.043 0.340 1.217
H 0.945 1.188 2.610
H 3.773 1.498 -0.047
H 0.649 0.807 -0.704
H 2.926 0.174 0.285
H 1.892 -1.251 -1.299
H 1.465 0.874 2.174
H -4.408 1.084 -0.334
H -1.092 0.773 1.030
H -3.273 1.852 0.801
H -1.940 -0.713 1.444
H 1.736 -0.120 -2.640
H -0.658 0.363 -1.780
H 0.318 -1.239 0.619
H 3.220 -1.368 1.589
H 0.704 -1.572 -2.573
H -0.887 -1.821 -0.572
```

relative energy (zero: lowest compared OMol25 entry of this formula, charge and spin)	7.908	eV
max |F|	1.26	eV Å⁻¹



Q: Among the records above, which one has the lowest relative energy (zero: lowest compared OMol25 entry of this formula, charge and spin)?
A: number 4